Record 1
This record from the Open Molecules 2025 dataset describes the molecule C4H4N4 in a non-equilibrium geometry. The level of theory is wB97M-V/def2-TZVPD.

CARTESIAN COORDINATES (ANGSTROEM)
C 0.275532 -0.472596 1.342032
N 1.478069 -0.797015 1.062854
C 1.496725 -0.346670 -0.516054
C 0.112929 0.108573 -0.692746
N -0.583470 0.404509 -1.689418
N -1.779026 0.755010 -1.217266
C -1.738387 0.731175 0.162591
N -0.511490 0.184787 0.495381
H -0.263523 -0.732924 2.187834
H 1.968501 -1.181949 -1.058317
H 2.304008 0.502504 -0.811313
H -2.759869 0.844596 0.734423

Cartesian forces (eV/Å) of the 3 atoms listed first:
1.65 -1.12 2.81
-0.94 1.27 -3.12
3.33 0.74 1.59

Values from the calculation:
2S+1 = 1
LUMO = 0.35 eV
strongest force on any atom = 3.94 eV/Å
charge = 0
ΔE to the lowest compared entry with this formula, charge and spin = 257.9 kJ/mol
orbital gap = 10.313 eV

=====

Record 2
This record from the Open Molecules 2025 dataset describes the molecule C3H7N3O. The level of theory is wB97M-V/def2-TZVPD.

CARTESIAN COORDINATES (ANGSTROEM)
C -1.385969 0.574887 1.466138
N -1.108151 0.299712 0.159351
C 0.159473 0.191254 -0.121587
N 1.011993 0.145178 1.030993
C 0.722619 -0.503992 -1.293816
N -0.099168 -0.595874 -2.371999
O 1.868017 -0.949075 -1.252893
H -0.919668 1.447120 1.938653
H -2.432762 0.465336 1.754290
H 0.105736 -0.109596 1.817174
H 1.810993 -0.468077 0.809291
H 1.362052 1.038968 1.375782
H -1.082214 -0.427028 -2.212441
H 0.156643 -1.259571 -3.087389

Cartesian forces (eV/Å) of the 3 atoms listed first:
-0.21 0.09 -0.06
0.26 -0.10 0.12
-0.06 0.00 -0.04

Values from the calculation:
2S+1 = 1
LUMO = 0.70 eV
strongest force on any atom = 0.31 eV/Å
charge = 0
ΔE to the lowest compared entry with this formula, charge and spin = 252.7 kJ/mol
orbital gap = 8.517 eV

=====

Record 3
This record from the Open Molecules 2025 dataset describes C15H13IrN14OS3 as an isolated structure in a non-equilibrium geometry. The level of theory is wB97M-V/def2-TZVPD.

CARTESIAN COORDINATES (ANGSTROEM)
Ir 1.213215 -1.969471 0.704540
N 4.000550 -2.524406 2.519165
C 4.045835 -2.690562 1.170717
N 5.129427 -2.778818 0.445376
N 4.690087 -2.897059 -0.835329
N 3.418058 -2.879674 -0.889217
N 2.953699 -2.760895 0.395074
C 2.808037 -2.472334 3.172836
N 2.614258 -2.680635 4.439449
N 1.262700 -2.566686 4.611558
N 0.663639 -2.296759 3.525288
N 1.635154 -2.234022 2.547227
H 4.855594 -2.578580 3.048873
S 1.741824 4.899729 1.443959
C 1.545476 3.519084 0.606904
S 2.503854 2.111688 0.917265
C 1.582495 1.226578 -0.231434
N 0.629650 1.935934 -0.807684
N 0.611099 3.188810 -0.382992
C -0.333977 4.065713 -1.026703
C -0.179688 5.445552 -1.011648
C -1.105160 6.235823 -1.675520
C -2.167021 5.663896 -2.357411
C -2.304352 4.279713 -2.377636
C -1.396249 3.478514 -1.716002
S 2.000249 -0.355379 -0.730565
H 0.652113 5.914153 -0.512492
H -0.977318 7.309602 -1.667011
H -2.878789 6.290052 -2.877947
H -3.121984 3.821163 -2.916926
H -1.499379 2.405261 -1.727953
C -3.540428 -1.681886 1.677978
N -2.735013 -2.044662 0.498412
C -3.278361 -2.506256 -0.665562
C -2.523178 -2.868942 -1.727031
C -1.104614 -2.821306 -1.579516
N -0.608284 -2.374984 -0.424020
C -1.385081 -1.919356 0.575827
O -0.784558 -1.389815 1.537307
N -0.259322 -3.196957 -2.525170
H -4.582715 -1.609672 1.384202
H -3.188198 -0.734030 2.073523
H -3.419237 -2.437445 2.450860
H -4.357943 -2.558442 -0.691603
H -2.975507 -3.201790 -2.648165
H -0.587596 -3.579452 -3.395216
H 0.736948 -3.181002 -2.345577

Cartesian forces (eV/Å) of the 3 atoms listed first:
-1.95 1.29 0.70
-0.29 0.06 0.03
0.26 0.18 -0.07

Values from the calculation:
<S²> = 0.765
2S+1 = 2
LUMO (alpha / beta) = -6.08 / -6.39 eV
strongest force on any atom = 2.44 eV/Å
charge = +1
orbital gap (alpha / beta) = 4.735 / 4.453 eV

=====

Record 4
This record from the Open Molecules 2025 dataset describes a 2-piece molecular cluster, C14H26F3N5O2 overall in a non-equilibrium geometry. The level of theory is wB97M-V/def2-TZVPD.

CARTESIAN COORDINATES (ANGSTROEM)
O 0.894501 1.308664 3.297885
C -0.451274 1.073203 3.053230
N -0.811805 0.149400 2.008410
C -2.238958 0.267638 2.094593
N -2.989171 -0.428486 1.237420
C -4.467255 -0.407520 1.146302
C -5.215768 -0.655663 2.532080
C -6.219639 0.485206 2.961535
F -6.027692 0.693611 4.349841
F -6.002565 1.716752 2.367138
F -7.518894 0.037691 2.791630
N -2.714270 1.138279 3.110513
N -1.582609 1.649223 3.689490
H 1.261194 0.533810 3.773386
H -2.475583 -0.990295 0.540890
H -4.751100 -1.279182 0.467317
H -4.777427 0.526477 0.592013
H -4.426385 -0.819013 3.328742
H -5.809778 -1.625365 2.452212
H -3.660114 1.386907 3.406853
H -1.512600 2.319861 4.459584
C 2.437490 -1.031273 -4.083209
C 2.132648 -1.273711 -2.591765
C 3.443337 -1.591111 -1.841408
C 4.391595 -0.409220 -1.659353
C 3.678248 0.941121 -1.611728
C 2.191699 0.872895 -1.203200
N 1.500937 -0.029136 -2.122684
O 0.150437 -0.141418 -1.856493
C 1.628614 2.295249 -1.387349
C 2.075203 0.500422 0.282718
C 1.273679 -2.549556 -2.500105
H 1.519290 -0.841619 -4.644122
H 2.927366 -1.901596 -4.538343
H 3.095119 -0.171693 -4.231170
H 3.202603 -1.991434 -0.850752
H 3.983153 -2.399469 -2.350408
H 4.965858 -0.559097 -0.738627
H 5.128119 -0.393668 -2.468946
H 4.230153 1.613258 -0.945123
H 3.751320 1.399305 -2.604257
H 1.643575 2.588280 -2.440772
H 2.227071 3.027127 -0.832568
H 0.599484 2.377878 -1.028149
H 2.607669 1.228423 0.906992
H 2.492382 -0.483252 0.514110
H 1.035933 0.501095 0.609970
H 1.812205 -3.405638 -2.921594
H 0.341180 -2.458449 -3.060372
H 1.030825 -2.794911 -1.462354

Cartesian forces (eV/Å) of the 3 atoms listed first:
-3.11 0.01 0.76
-0.70 -2.31 -2.57
-3.03 4.03 4.65

Values from the calculation:
2S+1 = 1
LUMO = -0.76 eV
strongest force on any atom = 6.86 eV/Å
charge = 0
orbital gap = 2.608 eV

=====

Record 5
This record from the Open Molecules 2025 dataset describes an isolated ion of composition C7H8N3 and charge +1 in a non-equilibrium geometry. The level of theory is wB97M-V/def2-TZVPD.

CARTESIAN COORDINATES (ANGSTROEM)
C 2.211116 -1.451094 -0.828670
C 3.037089 -0.295618 -0.811693
C 0.839451 -1.513571 -0.610515
C -0.030197 -0.583175 0.004388
C -0.002443 2.158676 -0.109460
C 2.396680 0.823769 -0.614640
C -0.278916 0.753614 0.236245
N 1.142783 2.737792 -0.455860
N 2.038541 1.950458 -0.753069
N -1.594904 1.112942 1.111768
H 2.752815 -2.342263 -1.189822
H 4.106395 -0.174729 -0.967147
H 0.559645 -2.551018 -0.747643
H -0.817394 -1.138365 0.446387
H -0.819576 2.842447 -0.048620
H -2.062914 0.253390 1.402758
H -2.278409 1.717280 0.632123
H -1.246771 1.780525 1.825477

Cartesian forces (eV/Å) of the 3 atoms listed first:
1.12 0.47 -1.25
-0.15 -1.82 0.17
2.01 0.11 0.32

Values from the calculation:
2S+1 = 1
LUMO = -3.95 eV
strongest force on any atom = 4.26 eV/Å
charge = +1
ΔE to the lowest compared entry with this formula, charge and spin = 394.6 kJ/mol
orbital gap = 8.582 eV